Record 1
{
  "formula": "C62H88F9O4P2RbSeSi3",
  "method": "ωB97M-V/def2-TZVPD",
  "homo_ha": -0.0572,
  "total_charge": -2,
  "total_energy_ev": -206592.3297,
  "homo_lumo_gap_ev": 4.5,
  "e_above_lowest_kj_mol": 77.3,
  "symbols": ["Rb", "C", "C", "C", "C", "C", "C", "C", "Se", "C", "C", "C", "C", "C", "C", "O", "C", "C", "C", "C", "C", "C", "C", "C", "C", "O", "C", "C", "C", "C", "C", "C", "H", "H", "H", "H", "H", "H", "H", "H", "H", "H", "H", "H", "H", "H", "H", "H", "H", "H", "H", "H", "H", "H", "H", "H", "H", "H", "H", "H", "H", "H", "H", "H", "H", "H", "H", "H", "H", "H", "H", "H", "C", "O", "Si", "C", "C", "C", "Si", "C", "C", "C", "Si", "C", "C", "C", "H", "H", "H", "H", "H", "H", "H", "H", "H", "H", "H", "H", "H", "H", "H", "H", "H", "H", "H", "H", "H", "H", "H", "H", "H", "H", "H", "F", "C", "F", "F", "C", "C", "C", "C", "C", "C", "P", "C", "C", "C", "C", "C", "C", "C", "F", "F", "F", "C", "C", "C", "C", "C", "C", "C", "F", "F", "F", "H", "H", "H", "H", "H", "H", "H", "H", "H", "H", "H", "H", "C", "P", "C", "C", "O", "H", "H", "H", "H", "H", "H", "H", "H", "H"],
  "xyz": [[0.235, 0.413, -0.035], [2.219, -4.116, 7.845], [0.968, -3.659, 7.083], [0.072, -2.871, 8.050], [0.221, -4.914, 6.613], [1.301, -2.788, 5.877], [0.304, -2.422, 4.975], [0.618, -1.697, 3.850], [-0.673, -1.136, 2.544], [-1.208, -2.748, 1.688], [-1.143, -4.019, 2.210], [-1.653, -5.086, 1.477], [-2.158, -4.803, 0.211], [-2.249, -3.539, -0.348], [-1.803, -2.421, 0.421], [-1.871, -1.186, 0.121], [-2.881, -3.445, -1.737], [-2.094, -4.295, -2.749], [-4.333, -3.951, -1.670], [-2.908, -2.017, -2.267], [-1.718, -6.513, 2.009], [-3.159, -7.038, 1.901], [-1.307, -6.600, 3.480], [-0.788, -7.424, 1.196], [1.932, -1.199, 3.550], [2.108, -0.547, 2.481], [2.926, -1.514, 4.536], [2.584, -2.316, 5.612], [4.392, -1.086, 4.418], [5.000, -0.811, 5.808], [5.178, -2.221, 3.745], [4.579, 0.195, 3.596], [1.938, -4.803, 8.644], [2.903, -4.632, 7.176], [2.736, -3.269, 8.293], [-0.227, -3.491, 8.897], [0.601, -1.998, 8.430], [-0.825, -2.524, 7.542], [-0.044, -5.551, 7.458], [-0.690, -4.649, 6.087], [0.851, -5.483, 5.934], [-0.731, -2.707, 5.135], [-0.686, -4.163, 3.177], [-2.522, -5.635, -0.378], [-2.032, -5.340, -2.449], [-2.571, -4.250, -3.728], [-1.083, -3.904, -2.843], [-4.374, -5.008, -1.420], [-4.881, -3.398, -0.910], [-4.833, -3.809, -2.629], [-1.898, -1.625, -2.341], [-3.376, -1.988, -3.252], [-3.462, -1.386, -1.584], [-3.839, -6.366, 2.420], [-3.476, -7.108, 0.864], [-3.239, -8.030, 2.347], [-1.949, -5.973, 4.094], [-1.401, -7.629, 3.830], [-0.276, -6.288, 3.615], [-1.068, -7.428, 0.145], [0.238, -7.070, 1.273], [-0.835, -8.448, 1.569], [3.370, -2.590, 6.298], [5.219, -1.721, 6.364], [5.935, -0.264, 5.685], [4.314, -0.202, 6.396], [5.020, -3.158, 4.276], [4.850, -2.348, 2.717], [6.246, -2.002, 3.744], [4.117, 0.081, 2.621], [4.115, 1.042, 4.098], [5.644, 0.409, 3.469], [1.698, -3.137, -1.265], [1.929, -1.860, -1.774], [2.725, -1.433, -3.163], [4.179, -2.667, -3.481], [1.557, -1.828, -4.639], [3.226, 0.334, -2.866], [4.455, 0.563, -1.474], [4.040, 2.093, -0.385], [6.270, 0.798, -2.112], [4.601, -0.876, -0.229], [3.166, 1.572, -4.245], [4.233, 1.069, -5.775], [3.809, 3.334, -3.804], [1.437, 1.933, -5.010], [2.529, -3.808, -1.489], [0.785, -3.567, -1.686], [1.571, -3.080, -0.183], [3.921, -3.688, -3.207], [5.053, -2.388, -2.905], [4.470, -2.676, -4.527], [1.756, -2.802, -5.081], [1.666, -1.092, -5.427], [0.524, -1.823, -4.309], [3.882, 2.978, -0.990], [4.824, 2.318, 0.332], [3.130, 1.893, 0.177], [6.368, 1.672, -2.746], [6.563, -0.064, -2.705], [6.985, 0.900, -1.300], [3.789, -0.843, 0.490], [5.540, -0.866, 0.319], [4.530, -1.828, -0.736], [5.245, 0.836, -5.459], [4.294, 1.832, -6.548], [3.826, 0.172, -6.231], [4.703, 3.296, -3.192], [3.056, 3.894, -3.259], [4.044, 3.898, -4.705], [1.080, 1.054, -5.531], [1.461, 2.747, -5.733], [0.696, 2.184, -4.257], [-5.282, 7.558, -4.388], [-4.009, 7.209, -4.660], [-3.264, 8.296, -4.325], [-3.932, 7.164, -6.016], [-3.570, 5.959, -4.000], [-2.242, 5.522, -4.159], [-1.838, 4.346, -3.577], [-2.720, 3.568, -2.808], [-4.044, 4.020, -2.664], [-4.465, 5.190, -3.246], [-2.152, 1.913, -2.255], [-3.613, 1.475, -1.237], [-3.596, 1.959, 0.070], [-4.660, 1.736, 0.918], [-5.746, 0.990, 0.470], [-5.756, 0.461, -0.813], [-4.695, 0.712, -1.663], [-6.906, 0.795, 1.393], [-6.570, 0.281, 2.588], [-7.875, -0.002, 0.904], [-7.530, 1.970, 1.680], [-2.485, 1.075, -3.851], [-3.567, 1.357, -4.697], [-3.616, 0.845, -5.974], [-2.572, 0.043, -6.442], [-1.485, -0.244, -5.611], [-1.450, 0.267, -4.337], [-2.552, -0.508, -7.822], [-2.330, -1.841, -7.864], [-3.696, -0.315, -8.510], [-1.573, 0.027, -8.593], [-1.564, 6.116, -4.754], [-0.830, 3.987, -3.730], [-4.746, 3.433, -2.088], [-5.490, 5.519, -3.131], [-2.732, 2.502, 0.421], [-4.663, 2.134, 1.922], [-6.594, -0.138, -1.142], [-4.715, 0.300, -2.660], [-4.368, 1.997, -4.355], [-4.449, 1.069, -6.625], [-0.678, -0.857, -5.981], [-0.605, 0.056, -3.697], [0.871, 4.422, -0.871], [0.186, 4.028, 0.776], [-1.027, 5.371, 1.114], [1.532, 4.243, 1.996], [-0.452, 2.707, 0.840], [1.300, 5.419, -0.916], [0.045, 4.344, -1.579], [1.624, 3.676, -1.126], [-0.587, 6.362, 1.056], [-1.446, 5.207, 2.105], [-1.829, 5.285, 0.381], [1.984, 5.229, 1.950], [2.278, 3.477, 1.796], [1.123, 4.064, 2.989]],
  "forces_ev_per_angstrom": [[1.0194, -0.8992, -0.5510], [-0.2363, 0.1057, -0.1410], [-0.0357, 0.0174, 0.0677], [0.0967, -0.1505, -0.0431], [0.1104, 0.1360, 0.1228], [0.1635, -0.1483, 0.1393], [0.0513, 0.0354, -0.1021], [-0.3621, 0.0960, -0.3072], [-0.4011, -0.0598, 1.0065], [-0.1083, -0.0883, -0.1914], [0.0441, 0.2575, -0.1064], [-0.1192, -0.1644, -0.2378], [0.1144, -0.2755, 0.3780], [0.0713, 0.2516, -0.0092], [0.1877, -0.8412, 0.6325], [-0.4922, 0.7293, -0.7182], [-0.0473, -0.0392, -0.1287], [-0.1268, 0.1017, 0.1392], [0.2015, 0.0820, -0.0461], [-0.0845, -0.1482, 0.1053], [0.0059, -0.1256, 0.0058], [0.1944, 0.0166, 0.0320], [-0.0535, 0.0192, -0.2669], [-0.1352, 0.0566, 0.1393], [-0.2535, -0.2299, 0.0933], [0.6598, 0.3896, -0.4733], [0.1275, 0.1591, -0.0315], [-0.2588, -0.0762, 0.0946], [0.1384, 0.0188, -0.0339], [-0.0737, -0.0447, -0.2084], [-0.0594, 0.1557, 0.0791], [-0.0035, -0.1720, -0.1777], [-0.0504, -0.0446, 0.0833], [0.1249, -0.0618, -0.0367], [0.1072, 0.0651, 0.0367], [-0.0623, -0.0677, 0.1267], [0.0490, 0.0966, 0.0183], [-0.1224, 0.0436, -0.0467], [-0.0490, -0.0978, 0.1397], [-0.1350, -0.0230, -0.0976], [0.0435, -0.1029, -0.1213], [-0.0179, -0.0142, 0.0000], [0.0015, -0.0055, 0.1550], [-0.0828, -0.1258, -0.0854], [0.0216, -0.0846, 0.0346], [-0.0564, 0.0076, -0.1451], [0.1260, -0.0066, -0.0404], [-0.0339, -0.1259, 0.0770], [-0.0912, 0.0557, 0.1112], [-0.0714, 0.0103, -0.1805], [0.0863, 0.1267, -0.0142], [-0.0769, -0.0727, -0.2504], [0.0794, 0.0800, -0.0001], [-0.0987, 0.0607, 0.0466], [-0.0837, 0.0076, -0.1180], [-0.0128, -0.1477, 0.0491], [-0.0267, 0.1153, 0.1356], [0.0066, -0.1172, 0.0307], [0.1489, 0.0774, 0.1044], [-0.0178, 0.0180, -0.1516], [0.1368, 0.0267, -0.0160], [0.0226, -0.1727, 0.0269], [0.0849, -0.0079, 0.0898], [0.0006, -0.0802, 0.0714], [0.1505, 0.0348, 0.0188], [0.0014, 0.0665, 0.0951], [-0.0190, -0.1230, 0.0642], [-0.0715, -0.0312, -0.1540], [0.2031, 0.0535, -0.0470], [0.0053, 0.1194, 0.0386], [-0.1127, 0.1435, 0.0407], [0.1204, -0.0101, 0.1138], [-0.1638, -0.4094, 0.0772], [-0.1538, 0.2793, 0.2345], [0.8330, 1.1825, -0.2856], [-0.5011, 0.3408, 0.4073], [0.2855, 0.2552, 0.4177], [0.0636, -0.1961, -0.5194], [-0.1900, -0.0686, -0.5552], [0.1776, -0.3699, -0.3714], [-0.6311, 0.0622, 0.2592], [-0.2589, 0.3801, -0.4441], [0.3007, -0.4536, 0.3955], [-0.3439, 0.2119, 0.4237], [-0.1651, -0.5646, -0.0229], [0.5192, -0.1149, 0.2104], [0.0737, -0.1494, 0.0814], [-0.0625, -0.0926, 0.0149], [0.0022, 0.0050, 0.0423], [-0.0877, -0.2430, 0.0072], [0.2430, 0.0833, 0.1667], [-0.0496, 0.1276, -0.2749], [0.0998, -0.1809, 0.0498], [0.0348, 0.2182, -0.2576], [-0.2656, -0.0157, 0.1058], [-0.0516, 0.2494, -0.2094], [0.2299, -0.0147, 0.2185], [-0.1936, -0.1245, 0.1213], [-0.0077, 0.2632, -0.2272], [-0.0149, -0.2393, -0.1313], [0.1354, 0.0226, 0.2800], [-0.2456, -0.0036, 0.2250], [0.1955, 0.1761, 0.0599], [0.0029, -0.3695, -0.1679], [0.2286, -0.0586, 0.1531], [-0.0765, 0.2313, -0.1451], [-0.1172, -0.2914, -0.1105], [0.2261, 0.0075, 0.1402], [-0.2057, 0.1353, 0.2048], [0.0113, 0.0338, -0.2327], [-0.1676, -0.2516, -0.1752], [0.1427, 0.1688, -0.1432], [-0.1177, 0.0375, 0.2935], [-0.0547, -0.3103, 0.1952], [-0.2004, 1.2881, -0.7241], [0.1304, -0.3710, 0.2280], [0.0799, -0.3783, 0.1866], [0.3659, -0.9143, 0.4214], [-0.9636, 0.6935, -0.1360], [-0.0710, -0.6046, 0.4993], [-0.5669, 0.6423, -0.5176], [0.7838, -0.5608, 0.3425], [0.1813, 0.9401, -0.5340], [-0.4444, -0.2299, 0.1368], [0.1267, -0.1772, 0.1235], [-0.0209, -0.0261, -0.0714], [-0.2868, -0.1036, -0.0454], [0.0621, -0.0586, -0.0685], [-0.1430, 0.0961, 0.2739], [0.1112, 0.1739, -0.0564], [-0.5851, 0.0543, 0.4767], [0.3087, -0.0451, -0.0450], [0.1453, -0.1231, -0.3149], [0.1562, 0.1743, -0.1381], [0.2833, -0.0033, -0.6995], [0.3272, -0.0040, 0.4987], [0.2206, -0.4247, -0.5538], [0.1704, 0.1666, 0.7661], [-0.5454, -0.1413, -0.7196], [-0.3202, 0.3111, 0.5564], [0.1532, -0.4772, -1.0513], [-0.0245, 0.0887, 0.3588], [-0.2018, 0.2183, 0.2372], [-0.0246, 0.1836, 0.2889], [0.1215, -0.0104, -0.0362], [0.1407, 0.0126, -0.0580], [-0.0386, -0.0034, 0.0112], [0.0318, -0.0035, -0.0016], [0.1781, 0.0610, 0.1209], [0.0926, -0.0234, 0.0964], [-0.0064, -0.0336, -0.0232], [0.0227, -0.0599, -0.0657], [-0.0361, 0.0747, -0.0011], [-0.0574, 0.0076, -0.0155], [0.1069, -0.0745, 0.0269], [0.1538, 0.0037, 0.0051], [-0.2746, -0.2884, 0.5391], [0.6549, 2.0046, 0.0878], [0.3912, -0.5827, -0.1173], [-0.5229, -0.2559, -0.4540], [-0.7215, -0.3473, 0.2591], [0.0687, 0.0881, 0.0375], [0.0108, 0.0224, -0.0326], [0.0703, -0.0171, -0.0338], [0.1052, 0.1281, -0.0076], [-0.0084, 0.0105, 0.0637], [-0.0419, 0.0092, -0.0657], [0.0346, 0.1282, -0.0683], [0.1237, -0.0362, -0.0141], [-0.0500, -0.0022, 0.0516]]
}

Record 2
{
  "formula": "C2H4BrNO",
  "method": "ωB97M-V/def2-TZVPD",
  "homo_ha": -0.3745,
  "total_energy_ev": -75717.9897,
  "smiles": "[H]/N=C(\\Br)OC",
  "homo_lumo_gap_ev": 11.0,
  "e_above_lowest_kj_mol": 134.4,
  "symbols": ["H", "N", "C", "Br", "O", "C", "H", "H", "H"],
  "xyz": [[-0.679, -0.095, 2.290], [-0.391, 0.164, 1.424], [-0.470, -0.685, 0.499], [-1.501, -2.286, 0.545], [0.136, -0.674, -0.652], [0.599, 0.665, -1.000], [1.372, 0.803, -0.252], [-0.090, 1.491, -0.859], [1.023, 0.618, -1.995]],
  "forces_ev_per_angstrom": [[-1.6602, -0.9454, 2.7892], [1.7475, 0.6311, -3.7618], [-0.3557, -0.3325, 1.8096], [-0.2360, -0.4961, 0.3612], [-0.6575, 1.6059, -1.5868], [1.4860, -0.5037, 0.8640], [0.4673, 0.6296, -0.2448], [-0.6307, -0.4692, -0.1362], [-0.1606, -0.1198, -0.0945]]
}